Entry 1:
An isolated molecule of C20H15NO4S. Source: OMol25; level of theory: wB97M-V/def2-TZVPD.

```
41
Properties=species:S:1:pos:R:3:forces:R:3
O 0.7283 1.1276 2.3449 0.009 0.226 0.262
C 0.4862 0.4890 1.3395 -0.174 -0.047 -0.209
N 1.4261 -0.1668 0.6324 0.179 -0.135 -0.030
C 2.7931 -0.1776 1.1388 -0.020 0.063 0.232
C 3.6077 0.8954 0.4960 0.315 -0.080 -0.291
C 3.6336 2.2177 0.8144 -0.040 -0.218 0.067
C 4.4705 2.9759 -0.0349 0.103 0.060 -0.149
C 5.0648 2.2208 -0.9922 0.001 -0.351 -0.163
S 4.6148 0.5655 -0.8795 -0.150 0.449 0.451
H 5.7444 2.5274 -1.7622 0.145 0.134 -0.132
H 4.6242 4.0352 0.0675 0.056 0.180 -0.008
H 3.0703 2.6267 1.6337 -0.135 0.037 0.184
H 2.7315 0.0063 2.2148 0.090 -0.126 -0.176
H 3.2222 -1.1643 0.9561 -0.054 0.072 0.105
C 1.1994 -0.8093 -0.6476 0.085 -0.438 0.014
C 1.0020 -2.2886 -0.5324 -0.873 0.080 -0.648
C -0.0309 -3.0918 -0.9142 0.566 0.528 0.027
C 0.3398 -4.4104 -0.5566 0.501 -0.125 0.237
C 1.5680 -4.3086 0.0144 -0.606 -0.735 -0.172
O 1.9814 -3.0311 0.0267 0.391 0.445 0.134
H 2.2278 -5.0398 0.4371 0.150 -0.024 0.079
H -0.2351 -5.3015 -0.7005 -0.059 -0.239 0.018
H -0.9428 -2.7865 -1.3853 -0.199 0.155 -0.068
H 2.0749 -0.6020 -1.2764 -0.206 0.080 -0.001
H 0.3192 -0.3772 -1.1287 0.174 -0.099 -0.026
C -0.9223 0.3943 0.8224 -0.278 0.484 0.000
C -1.5676 1.4559 0.2963 0.415 -0.522 0.242
C -2.9438 1.3501 -0.0846 -0.380 -0.399 0.012
C -3.6744 2.4005 -0.6504 0.034 -0.210 0.079
C -4.9956 2.2236 -0.9912 -0.069 0.107 -0.058
C -5.6151 0.9947 -0.7761 0.107 0.020 0.024
C -4.9173 -0.0562 -0.2195 0.267 -0.131 0.126
C -3.5797 0.1169 0.1304 -0.286 0.807 -0.350
O -2.9278 -0.9333 0.6805 -0.175 -0.262 0.006
C -1.6206 -0.8694 1.0734 0.397 -0.361 0.262
O -1.1313 -1.8411 1.5881 -0.244 0.459 -0.067
H -5.3809 -1.0132 -0.0421 -0.056 -0.116 0.022
H -6.6518 0.8632 -1.0453 -0.089 -0.030 -0.017
H -5.5556 3.0374 -1.4253 -0.039 0.071 -0.036
H -3.1833 3.3486 -0.8107 0.050 0.106 -0.021
H -1.0542 2.3959 0.1485 0.099 0.084 0.039
```
Positions in Å, forces in eV/Å.

## Properties
- HOMO level: -8.5 eV
- SMILES: O=C(c1cc2ccccc2oc1=O)N(Cc1ccco1)Cc1cccs1
- Energy: -41498.366 eV
- Kohn-Sham gap: 8.19 eV

---

Entry 2:
An isolated molecule of C5H11N. Source: OMol25; level of theory: wB97M-V/def2-TZVPD.

```
17
Properties=species:S:1:pos:R:3:forces:R:3
C 2.4348 0.1979 0.2701 0.036 0.016 -0.006
C 1.0385 -0.4092 0.1501 -0.069 -0.049 0.004
C -0.0316 0.6298 -0.1850 0.046 0.106 -0.032
N -1.3846 0.0293 -0.1641 -0.106 -0.087 0.015
C -1.9762 -0.0337 1.0282 -0.063 0.040 -0.032
C -1.8459 -0.4533 -1.3149 0.023 -0.085 0.067
H 2.7666 0.6533 -0.6707 -0.088 -0.057 0.138
H 3.1603 -0.5775 0.5354 -0.082 0.125 -0.048
H 2.4748 0.9676 1.0504 -0.040 -0.109 -0.128
H 1.0316 -1.1868 -0.6243 -0.005 0.127 0.139
H 0.7560 -0.8913 1.0936 0.055 0.070 -0.163
H 0.1154 1.0653 -1.1778 0.039 -0.084 0.152
H -0.0296 1.4456 0.5456 0.030 -0.160 -0.096
H -2.8813 -0.6176 1.1222 0.067 0.152 -0.019
H -1.6143 0.5987 1.8234 0.046 -0.117 -0.077
H -1.1781 -0.5304 -2.1586 -0.043 0.095 0.098
H -2.8364 -0.8876 -1.3237 0.155 0.019 -0.014
```
Positions in Å, forces in eV/Å.

## Properties
- HOMO level: -6.6 eV
- Energy: -6851.188 eV
- Kohn-Sham gap: 7.65 eV

---

Entry 3:
An isolated molecule of C2HNO3. Source: OMol25; level of theory: wB97M-V/def2-TZVPD.

```
7
Properties=species:S:1:pos:R:3:forces:R:3
C 2.9632 -0.2399 0.0105 -2.180 0.512 0.298
C 1.5144 0.0636 0.0194 -0.311 1.433 -1.065
N 4.0673 0.0191 0.0177 1.959 -0.197 -0.025
O 1.0890 1.1686 -0.1643 0.614 -0.599 0.438
O -0.5464 -0.7082 0.0193 -0.424 4.476 -1.156
O 0.7698 -1.0231 0.1014 2.376 -1.578 0.450
H -0.8947 -1.5064 0.2277 -2.034 -4.046 1.060
```
Positions in Å, forces in eV/Å.

## Properties
- HOMO level: -11.7 eV
- SMILES: N#CC(=O)OO
- Energy: -9718.702 eV
- Kohn-Sham gap: 11.80 eV

---

Entry 4:
An isolated ion of composition C4H8N3 and charge +1. Source: OMol25; level of theory: wB97M-V/def2-TZVPD.

```
15
Properties=species:S:1:pos:R:3:forces:R:3
C -0.4635 0.1663 2.5326 0.790 0.057 -1.681
C 0.2679 -0.0539 1.3253 1.111 -1.188 1.510
C 0.4974 -0.3041 -0.8803 -0.192 -3.186 -2.743
C -1.6994 0.4598 0.1237 -1.727 2.122 1.353
N -1.0289 0.4218 3.4741 -1.284 0.453 2.196
N -0.3629 -0.0005 0.2057 2.179 -0.074 0.677
N 1.5485 -0.4539 1.5527 -2.491 1.070 0.055
H 1.0310 -1.3184 -0.7125 -0.778 1.566 -0.006
H -0.1411 -0.5558 -1.7734 0.848 0.794 0.676
H 1.2450 0.4487 -1.0612 0.087 0.474 -0.285
H -1.9645 0.5929 -0.8853 -0.245 -0.106 -1.348
H -2.3807 -0.2904 0.5712 0.215 0.775 -0.010
H -1.7807 1.5514 0.5595 -0.056 -2.354 -0.406
H 1.7171 -0.3223 2.5434 1.252 -0.427 -0.329
H 2.2214 -0.5809 0.8150 0.291 0.024 0.344
```
Positions in Å, forces in eV/Å.

## Properties
- HOMO level: -15.7 eV
- Charge: +1
- SMILES: CN(C)C(=[NH2+])C#N
- Energy: -8739.925 eV
- Kohn-Sham gap: 10.66 eV